ORCA calculation (ωB97M-V with the def2-TZVPD basis set) on one molecule with the formula C4H6O4.

Atoms and positions in Å:
1 O 1.899521 1.054477 -0.566517
2 C 1.785965 0.064406 0.123013
3 C 0.474786 -0.615397 0.401122
4 O 0.633577 -1.026605 1.737773
5 C -0.761381 0.239615 0.330628
6 O -1.760436 -0.703299 0.410547
7 C -0.751220 0.936689 -0.889852
8 O -1.258045 0.360486 -1.853810
9 H 2.682872 -0.346693 0.730093
10 H 0.205760 -1.454184 -0.221345
11 H -0.249077 -1.250618 2.081264
12 H -0.911294 0.890374 1.139344
13 H -1.949477 -1.054112 -0.494299
14 H -0.384617 1.982894 -0.848465

Cartesian forces, eV/Å:
O -0.05 -0.86 0.39
C 1.48 0.63 0.12
C 0.93 0.34 1.67
O -0.25 -0.63 0.71
C 0.32 -1.69 0.95
O -2.16 -1.27 -0.31
C -1.66 1.06 -3.67
O 1.00 1.38 0.52
H -1.14 0.35 -0.89
H 0.59 -0.39 -0.69
H 0.40 -0.08 -0.18
H 0.36 0.99 1.37
H 0.22 0.61 0.75
H -0.03 -0.43 -0.74

## Properties
gap between HOMO and LUMO	0.3930	Eh
E_HOMO	-10.3	eV
multiplicity	1
relative energy (zero: lowest compared OMol25 entry of this formula, charge and spin)	67.3	kcal per mole
SMILES	O=C[C@@H](O)[C@H](O)C=O

---

ORCA calculation (ωB97M-V with the def2-TZVPD basis set) on a 2-piece molecular cluster, CF2N2O4 overall.

Atoms and positions in Å:
1 C 0.014340 -0.978753 -0.031996
2 N -0.631072 1.413528 -1.248326
3 N 0.475466 -0.436362 1.281818
4 O -1.645411 1.904832 -1.043804
5 O -0.212162 -0.654938 2.270371
6 O 0.416611 1.553511 -1.673132
7 O 1.259294 0.486188 1.147273
8 F 1.068793 -1.234826 -0.884841
9 F -0.745857 -2.053179 0.182635

Cartesian forces, eV/Å:
C 1.27 -2.30 -0.64
N -0.42 -4.34 1.88
N -1.48 2.29 0.21
O -2.50 2.34 0.06
O 0.98 -0.59 -0.91
O 3.06 1.71 -1.84
O 0.55 -0.70 0.33
F -2.23 0.48 1.69
F 0.77 1.10 -0.80

## Properties
gap between HOMO and LUMO (alpha / beta)	0.3622 / 0.2702	Eh
E_HOMO (alpha / beta)	-11.1 / -9.9	eV
multiplicity	1
relative energy (zero: lowest compared OMol25 entry of this formula, charge and spin)	53.7	kcal per mole

---

ORCA calculation (ωB97M-V with the def2-TZVPD basis set) on a 2-piece molecular cluster, C6H18N2P overall.

Atoms and positions in Å:
1 C 1.797190 -1.806273 0.304605
2 C 2.228359 1.826145 -0.662201
3 C 3.935436 0.230361 0.177144
4 C -3.453890 -0.926905 -0.540573
5 C -3.335585 0.866329 0.929870
6 C 1.668540 -0.401782 -0.097636
7 N 2.601172 0.455187 -0.256677
8 N -2.899536 0.347503 -0.292452
9 P -0.740370 0.282412 -0.267032
10 H 1.719564 -1.894574 1.393181
11 H 1.060731 -2.557195 -0.095577
12 H 2.768951 -2.265256 0.264347
13 H 1.844521 2.318813 0.239256
14 H 3.083703 2.261204 -1.121381
15 H 1.408841 1.788638 -1.308457
16 H 3.917455 -0.716776 0.659490
17 H 4.609806 0.347419 -0.669803
18 H 4.103981 0.959802 0.911339
19 H -3.442027 -1.525947 0.449641
20 H -4.547955 -0.868560 -0.968517
21 H -2.909162 -1.628694 -1.215478
22 H -4.419524 0.714821 1.073004
23 H -2.671298 0.346252 1.756636
24 H -3.257140 1.921048 1.149673
25 H -3.053469 0.952590 -1.036035
26 H -1.006740 -0.338145 -1.445522
27 H -1.011544 -0.688426 0.669167

Cartesian forces, eV/Å:
C 0.24 -1.35 0.97
C 0.31 -0.64 1.70
C 0.33 -0.11 -0.80
C -2.49 -3.63 0.12
C -0.29 -0.22 4.15
C -3.45 -0.23 -1.11
N -1.84 -0.04 -0.23
N 2.30 -0.34 -0.47
P 1.29 1.70 0.84
H -0.71 0.41 0.25
H 0.53 1.26 0.11
H 0.77 -0.16 -0.89
H 0.62 0.37 -0.21
H 0.52 0.73 -0.17
H -0.98 -0.17 -1.24
H 0.80 -0.75 0.09
H 0.28 -0.27 0.26
H 0.79 1.11 1.04
H -0.38 1.08 -1.47
H 1.92 -0.11 1.09
H -0.01 1.13 0.12
H 0.43 -0.54 0.24
H -1.79 0.85 -1.22
H 0.74 0.45 -0.80
H -0.49 1.39 -1.66
H 0.42 -1.04 -0.93
H 0.13 -0.88 0.23

## Properties
net charge	+1
gap between HOMO and LUMO	0.3475	Eh
E_HOMO	-11.9	eV
multiplicity	1
relative energy (zero: lowest compared OMol25 entry of this formula, charge and spin)	83.8	kcal per mole

---

ORCA calculation (ωB97M-V with the def2-TZVPD basis set) on CH2BrF2P as an isolated structure.

Atoms and positions in Å:
1 C -0.285511 -1.325055 -0.176621
2 F -1.008080 -2.500835 -0.106224
3 F 0.024113 -1.119435 -1.498949
4 P -1.512027 0.207618 0.252532
5 Br -1.131443 0.642650 2.361604
6 H 0.717297 -1.618460 0.326657
7 H -0.385631 1.288327 -0.533023

Cartesian forces, eV/Å:
C 0.87 -0.58 0.36
F -0.05 0.74 -0.07
F -0.30 -0.08 0.25
P 2.98 0.63 -2.26
Br 0.26 -0.01 0.27
H -1.68 1.27 -0.27
H -2.07 -1.98 1.71

## Properties
gap between HOMO and LUMO	0.3717	Eh
E_HOMO	-10.0	eV
multiplicity	1
relative energy (zero: lowest compared OMol25 entry of this formula, charge and spin)	17.1	kcal per mole

---

ORCA calculation (ωB97M-V with the def2-TZVPD basis set) on an isolated ion of composition C7H12N5 and charge +1.

Atoms and positions in Å:
1 C -3.444982 -0.385139 -0.484824
2 N -3.190584 0.737504 0.026886
3 N -2.052346 0.814970 0.666134
4 C -1.006098 1.618652 0.263900
5 C 0.081721 0.932554 -0.116905
6 C 1.416503 1.443518 -0.536230
7 N 2.500597 0.725479 0.214451
8 C 2.328901 -0.746246 0.088051
9 C 0.985889 -1.121979 0.697522
10 N -0.073250 -0.478865 -0.081366
11 N -1.336562 -0.782348 0.492831
12 C -2.304196 -1.389480 -0.373430
13 H -4.374023 -0.607219 -0.976197
14 H -1.132840 2.684823 0.246956
15 H 1.579023 1.252042 -1.600375
16 H 1.487384 2.515789 -0.351304
17 H 3.416857 1.024110 -0.134485
18 H 2.431393 0.967370 1.211131
19 H 3.142113 -1.261852 0.599173
20 H 2.345441 -1.006032 -0.971092
21 H 0.836896 -2.201280 0.648737
22 H 0.938222 -0.819701 1.754697
23 H -2.660137 -2.311587 0.093032
24 H -1.915931 -1.605076 -1.377285

Cartesian forces, eV/Å:
C 0.51 -0.42 0.11
N -1.36 0.71 -1.01
N 1.86 -2.79 1.26
C 0.69 -0.02 -0.70
C -0.28 0.12 0.31
C -0.78 0.45 -0.33
N 0.21 0.28 0.12
C -0.28 -0.90 0.12
C -0.12 0.07 -0.07
N 0.05 -0.12 -0.45
N -0.52 2.26 0.91
C -0.42 -0.21 -0.33
H -0.19 0.13 -0.11
H -0.01 0.22 0.08
H 0.17 -0.07 0.12
H 0.14 -0.12 0.02
H -0.12 -0.05 0.16
H 0.13 0.07 -0.20
H 0.02 0.20 -0.01
H 0.08 0.14 0.03
H 0.16 0.09 0.01
H 0.00 -0.04 0.00
H 0.03 0.03 -0.14
H 0.02 -0.03 0.11

## Properties
net charge	+1
gap between HOMO and LUMO	0.2895	Eh
E_HOMO	-11.3	eV
multiplicity	1
relative energy (zero: lowest compared OMol25 entry of this formula, charge and spin)	77.4	kcal per mole
SMILES	C1=NN2C=C3C[NH2+]CCN3N2C1

---

ORCA calculation (ωB97M-V with the def2-TZVPD basis set) on a 2-piece molecular cluster, C2HF4NO overall.

Atoms and positions in Å:
1 C 1.666759 -0.390213 -0.410219
2 C -1.039141 -0.080326 -0.015372
3 N 0.073478 0.885450 0.075598
4 O -0.343305 2.072828 0.137355
5 F 1.338640 -1.437552 0.261692
6 F -0.829228 -1.000867 -0.947291
7 F -1.183238 -0.710773 1.156297
8 F -2.191750 0.514368 -0.290590
9 H 2.507786 0.147085 0.032530

Cartesian forces, eV/Å:
C -1.09 1.81 -0.94
C -1.51 -0.56 -0.29
N -0.22 1.63 0.97
O 1.81 -3.04 -0.76
F 0.29 -0.40 0.57
F 0.04 0.14 -0.10
F 0.39 0.27 0.04
F 0.06 0.16 0.00
H 0.23 -0.01 0.52

## Properties
gap between HOMO and LUMO (alpha / beta)	0.2566 / 0.3231	Eh
E_HOMO (alpha / beta)	-9.2 / -10.0	eV
multiplicity	1
relative energy (zero: lowest compared OMol25 entry of this formula, charge and spin)	141.7	kcal per mole

---

> relative energy (zero: lowest compared OMol25 entry of this formula, charge and spin) of number 5 (C7H12N5)?

77.4 kcal per mole